Record 1
Computed, not measured: C28H28MnN5O2S as an isolated structure, with the ωB97M-V functional and the def2-TZVPD basis.

```
65
Properties=species:S:1:pos:R:3:forces:R:3
C 1.204146 -1.402392 -1.523355 -0.5 0.5 -0.1
C -1.397965 -2.516186 0.249947 -0.5 -0.2 0.1
C 0.937727 2.743265 2.810326 0.2 0.2 0.1
H 2.265337 -2.008928 0.445531 0.0 0.0 0.0
H 0.912256 -2.039049 2.575052 0.0 0.0 0.0
C 2.986792 -3.048996 -0.943438 -0.1 0.0 -0.3
H -3.153309 2.357569 0.797960 0.0 0.0 0.0
H -4.204563 -0.272341 3.144602 0.0 0.0 0.0
H -0.220906 -3.287644 3.086681 0.0 0.0 0.0
N 0.330140 1.553465 0.817387 0.5 0.0 0.8
H 1.812668 1.321487 -0.588610 0.0 -0.1 0.0
H -0.929729 -3.377016 -0.210740 0.2 0.1 -0.1
C -3.193420 -0.897763 0.286813 -0.2 -0.5 0.3
C -2.490479 -1.912391 -0.390571 -0.5 -0.6 0.4
C 0.174963 -2.758818 2.218070 0.1 0.1 -0.1
C 2.145006 -2.457335 -1.906125 0.2 -0.1 0.2
O 1.034971 -1.100550 -0.277499 0.0 -0.2 0.0
H -3.751317 -3.251819 -1.453318 0.0 0.0 0.0
H -2.953204 5.156259 -2.421976 0.0 0.0 0.0
H -3.778895 4.547975 -0.140740 0.0 0.0 0.0
C 1.581020 1.733060 0.385002 -0.2 -0.1 -0.3
Mn -0.926334 -0.137736 0.116399 1.7 1.9 -1.6
H 3.531145 2.501555 0.665312 -0.1 0.0 -0.1
C -2.797317 2.644892 -0.183941 0.0 0.0 0.0
H -3.178085 1.137039 2.967452 0.0 0.0 0.0
H -4.116703 -0.527934 -0.141240 0.1 0.2 -0.1
N -0.344410 0.092887 -2.000832 -0.3 0.6 0.4
H -2.228932 -2.908035 -2.279451 0.0 0.0 0.0
H -0.218478 1.342857 -3.636250 0.0 0.0 0.0
C 3.210480 3.724812 3.158358 0.3 0.6 1.3
C -2.806219 -0.474444 1.564155 -0.3 -0.4 0.2
H -1.535129 3.511233 -3.648926 0.0 0.0 0.0
H -1.339113 -0.720678 3.123132 0.1 0.1 -0.1
N 0.565933 -0.753190 -2.490688 0.5 -0.6 -0.6
H 1.573021 -2.420840 -3.962821 0.0 0.0 0.0
H -3.523477 -1.701732 -2.266084 0.0 0.0 0.0
H -0.985033 1.937658 2.362754 0.0 -0.1 0.0
C 2.222643 -2.889142 -3.236634 0.0 0.0 0.0
C 2.545957 2.411263 1.101241 0.1 0.3 0.3
C -3.156519 3.872882 -0.710814 0.0 0.1 -0.1
C -1.621250 -1.000085 2.114396 -0.6 -0.7 0.5
O 2.959223 -2.694421 0.355357 0.1 -0.1 0.1
S 2.837537 4.305692 4.668902 0.0 -0.3 -0.5
H 0.678949 -3.476543 1.575226 0.0 0.0 0.0
C 3.943777 -4.445993 -2.649932 0.0 0.0 0.0
C -2.697526 4.203921 -1.977791 -0.1 0.0 0.2
H 4.530840 -4.468980 -0.578098 0.0 0.0 0.0
C -0.668419 1.138784 -2.668793 0.3 -0.6 -0.1
C -3.717864 0.370791 2.409205 0.1 0.1 0.0
H 4.648554 -5.214910 -2.938573 0.0 0.0 0.0
H 3.153794 -4.207505 -4.637441 0.0 0.0 0.0
C -1.574970 2.087365 -2.047017 -0.3 0.3 0.4
C 2.241193 2.950855 2.353593 -0.5 -0.5 -0.7
C 0.038477 2.061072 2.026162 -0.1 0.1 -0.2
C -3.023746 -2.469999 -1.677977 0.1 0.1 -0.1
H -4.500221 0.838496 1.814722 0.0 0.0 0.0
C 3.887567 -4.038471 -1.334377 0.0 0.0 0.1
C -0.943496 -2.068324 1.497449 -0.4 -0.4 0.4
H 0.645633 3.135349 3.773320 0.0 0.0 0.0
C 3.105791 -3.876680 -3.609083 0.0 0.0 -0.1
H 5.080100 4.484652 3.180624 0.0 0.0 0.0
N -2.018301 1.770857 -0.815051 -0.2 0.1 -0.1
H 4.693676 3.643979 1.720114 0.0 0.0 0.1
C -1.907525 3.295815 -2.655997 0.1 -0.2 -0.1
N 4.423527 3.949088 2.638913 -0.1 -0.2 -0.4
```
Positions in Å, forces in eV/Å.

Properties
**Kohn-Sham gap (spin up / spin down)**: 6.98 / 6.80 eV
**Molar mass**: 553.57 Da
**Net charge**: +1
**Spin multiplicity**: 6

Record 2
Computed, not measured: one molecule with the formula C6H8O2, with the ωB97M-V functional and the def2-TZVPD basis.

```
16
Properties=species:S:1:pos:R:3:forces:R:3
C 0.509772 1.196858 -0.375320 -0.2 0.2 -0.4
H -1.437543 -1.616207 -0.764351 0.1 0.2 0.2
C 1.483772 -0.642340 0.724910 0.1 -0.3 -0.1
H -1.237209 2.579811 -0.610870 0.1 -0.1 -0.1
H 1.118312 1.705855 -1.128491 -0.2 -0.2 0.3
H 0.675637 -2.528698 -0.084198 -0.2 0.3 0.1
H -0.907477 0.380007 -1.879838 0.1 0.1 0.3
C -0.690849 0.400992 -0.809709 0.1 0.0 -0.3
H -1.527937 -0.786659 0.800545 0.1 -0.1 -0.2
H -1.191367 1.644968 0.947210 0.1 0.0 0.0
C 0.408026 -1.548954 0.324748 0.0 -0.2 -0.2
O 1.254126 0.715320 0.712523 0.0 0.1 0.1
H 2.537008 -0.903932 0.624656 -0.1 0.0 0.1
C -0.863095 1.710791 -0.082280 -0.1 0.0 0.0
C -0.910485 -0.925670 -0.094849 -0.1 -0.1 0.0
O 0.779308 -1.382143 1.695315 0.1 0.1 0.1
```
Positions in Å, forces in eV/Å.

Properties
**Kohn-Sham gap**: 11.06 eV
**Molar mass**: 112.13 Da
**Relative energy (zero: lowest compared OMol25 entry of this formula, charge and spin)**: 54.7 kcal/mol
**SMILES**: C1[C@H]2C[C@H]2O[C@H]2O[C@@H]12

Record 3
Computed, not measured: one molecule with the formula C19H19Cl2N5O2, with the ωB97M-V functional and the def2-TZVPD basis.

```
47
Properties=species:S:1:pos:R:3:forces:R:3
C -1.518053 -2.453722 0.732865 0.6 -0.2 -0.2
H 1.661180 -1.584101 1.403515 0.0 -0.1 0.0
N -0.264112 -4.739171 -1.459763 0.1 -0.2 -0.2
C -3.956397 1.322573 0.944439 -0.1 -0.2 -0.3
Cl -3.543600 2.270652 2.331334 0.0 0.2 0.2
H -0.485422 -5.619250 -1.022407 0.1 0.0 0.0
H -3.403264 -1.655493 -0.522645 0.0 -0.1 0.0
C -0.425716 -0.282290 0.240061 0.1 0.5 0.0
C -4.679952 -0.140898 -1.283676 -0.1 0.1 0.0
H -4.961029 -0.714229 -2.152141 0.0 0.0 -0.1
H 3.136650 4.132716 0.300000 0.0 0.0 0.0
C 2.805219 1.568608 -0.512260 0.1 0.1 0.1
H 6.732657 1.301077 -1.050925 0.0 0.0 -0.1
C 5.697535 0.995431 -1.193706 0.1 -0.1 -0.3
H 5.669130 -0.014362 -1.616570 0.0 0.1 0.0
N -2.280007 -1.946195 1.746642 -0.3 -0.2 0.1
C -1.032559 0.107576 1.595410 -0.2 -0.2 -0.1
C -3.797004 -0.664384 -0.356652 0.0 0.1 0.0
C -4.843656 1.866938 0.031712 0.0 0.0 -0.1
H -5.251629 2.852132 0.190439 0.0 0.1 0.0
C 1.975429 -0.702898 0.865512 0.0 0.1 0.0
C -5.199775 1.127524 -1.084941 0.2 -0.1 0.3
C -0.543792 -3.651321 -0.682712 -0.2 0.9 0.4
C 1.040104 0.073491 0.195549 0.1 0.1 -0.1
C -3.411967 0.050589 0.771299 0.0 0.1 0.2
O 5.105807 1.009636 0.093944 -0.4 0.1 0.2
H 0.631311 -4.697331 -1.919061 0.0 -0.1 0.0
H 0.758181 1.839767 -0.993138 -0.1 0.1 -0.1
H -2.788955 -0.246971 2.788873 0.1 0.0 -0.2
H -0.387300 -0.266711 2.392059 0.0 0.0 0.0
H -1.083495 1.192292 1.670345 0.0 0.0 0.0
H 4.055670 -0.985364 1.302384 0.1 -0.1 0.0
N 0.011716 -2.470457 -0.851468 0.5 -0.3 -0.7
H -3.093351 -2.500180 1.968082 0.0 0.0 0.0
H -0.950279 0.246197 -0.570632 0.1 0.0 0.1
C 3.808848 3.707396 -0.453192 0.1 0.3 0.2
H 4.090911 4.481119 -1.165247 0.0 0.0 0.1
Cl -6.303066 1.798456 -2.226287 -0.2 0.1 -0.2
C 1.464565 1.206272 -0.477813 0.1 0.0 0.0
C -2.430497 -0.508325 1.785579 0.1 0.3 0.2
N -1.496044 -3.695820 0.290798 -0.4 -0.2 0.2
H 4.700608 3.322108 0.045579 0.0 0.0 -0.1
H 5.201388 1.682050 -1.883567 0.0 0.0 0.1
N -0.621889 -1.696838 0.075986 -0.6 -0.5 0.6
C 3.751660 0.744590 0.112265 0.1 0.1 -0.1
C 3.314692 -0.374138 0.810609 0.1 0.1 0.0
O 3.139553 2.711249 -1.206496 0.0 -0.5 -0.1
```
Positions in Å, forces in eV/Å.

Properties
**Kohn-Sham gap**: 8.58 eV
**Molar mass**: 420.30 Da
**SMILES**: COc1ccc([C@@H]2C[C@@H](c3ccc(Cl)cc3Cl)Nc3nc(N)nn32)cc1OC

Record 4
Computed, not measured: C29H29BrHfN7S as an isolated structure, with the ωB97M-V functional and the def2-TZVPD basis.

```
68
Properties=species:S:1:pos:R:3:forces:R:3
C -3.210565 0.193564 3.013804 0.0 0.0 0.0
H 6.740526 1.663412 -0.014870 0.0 0.0 0.0
H 5.289592 1.676740 2.014366 0.0 -0.1 0.1
H -0.041154 -3.368446 -3.149537 0.0 0.0 0.0
C -2.137241 0.159653 2.136600 -0.1 -0.1 -0.1
H -0.587904 6.407377 -1.401890 0.0 0.0 0.0
N 1.295902 0.986662 1.956362 0.0 0.0 0.0
C -1.794251 1.218690 4.663055 0.0 0.0 0.0
H -3.868624 0.754161 4.975500 0.0 0.0 0.0
N 0.148661 0.600612 1.541458 0.2 -0.1 1.2
H -0.485203 -2.678204 1.066077 0.1 0.0 0.0
H 1.871015 -2.612608 0.040097 0.0 0.0 0.0
H -2.265743 -0.333382 1.172480 0.0 0.0 0.0
N -0.287994 -1.474237 -1.266247 0.3 0.6 1.1
C 5.529276 -1.988024 -0.337062 0.0 0.0 0.0
S 2.333977 0.381845 -0.546928 0.1 -0.1 0.2
C 4.830848 -1.104283 0.470691 0.0 -0.1 0.0
C 0.925025 3.422930 -0.938312 0.0 0.0 0.0
Br -7.412431 -2.421949 -1.320145 -0.1 -0.1 0.0
H -6.870043 0.363001 -0.544711 0.0 0.0 0.0
H 3.980400 -1.443351 1.044505 0.0 0.0 0.0
C -0.450825 5.337624 -1.317977 -0.2 0.0 -0.1
N -2.355071 0.956243 -1.193266 -0.3 0.0 0.0
H 5.192342 -3.013333 -0.412100 0.0 0.0 0.0
C -3.489786 -1.162785 -1.640950 0.0 -0.1 -0.2
H -1.564730 -3.695133 -2.315566 0.0 0.0 0.0
H 7.188534 -2.262174 -1.666377 0.0 0.0 0.0
C 0.005255 -2.895458 -1.038440 -0.2 0.2 -0.4
C 2.367324 0.874642 1.130429 0.4 0.4 0.6
C 6.650691 -1.566022 -1.037010 0.0 0.0 0.0
H -1.788520 -3.389060 0.099601 0.0 0.1 0.0
H -4.596644 -2.961798 -2.000836 0.0 0.0 0.0
H 7.978420 0.073118 -1.446537 0.0 0.0 0.0
C -0.703849 -3.358479 0.238274 -0.1 -0.1 0.1
H 2.061645 -2.696719 -1.712697 0.0 0.0 0.0
C -5.926895 -0.055510 -0.866087 0.0 -0.1 0.0
C -3.564516 0.159806 -1.239140 0.4 0.2 0.1
H 0.250647 1.570627 4.082555 0.0 0.0 0.0
N -0.100984 2.590075 -1.104845 -0.1 0.2 -0.3
Hf -0.202796 0.258457 -0.556868 -0.3 -1.7 -1.5
C 1.509655 -3.107483 -0.864906 0.1 0.1 0.0
H -4.164247 -0.220179 2.713295 0.0 0.0 0.0
C -1.525237 4.471739 -1.506878 0.1 0.2 0.0
H -0.376744 -4.358801 0.534014 0.0 0.0 -0.1
H -2.529745 -1.565911 -1.939480 0.0 0.0 0.0
H -3.370346 2.599958 -1.909148 0.0 0.0 0.0
C 7.095214 -0.255163 -0.915724 0.0 0.0 0.0
C -4.644219 -1.931517 -1.676409 0.1 0.0 0.0
H -0.195485 -4.790473 -2.101674 0.0 0.0 0.0
H 1.650647 5.434080 -0.882481 0.0 0.0 0.0
H 1.730337 -4.174403 -0.783669 0.0 0.0 0.0
C -0.718479 1.193781 3.790127 -0.1 0.2 0.1
C -0.476075 -3.741723 -2.220732 -0.1 0.1 -0.1
H -4.835528 1.721965 -0.449510 0.1 0.0 0.0
C 6.405656 0.637174 -0.112336 0.0 0.0 -0.1
N 4.643023 1.149277 1.443070 0.2 0.0 -0.1
N 3.430125 1.293339 1.841282 -0.4 -0.3 -0.5
H -1.657027 1.619968 5.658647 0.0 0.0 0.0
C -4.775806 0.712213 -0.838264 -0.1 0.0 0.1
C -3.039749 0.730673 4.280900 0.0 0.0 0.0
C -5.853257 -1.375696 -1.291346 0.0 0.1 0.0
C -1.305630 3.118902 -1.382438 -0.4 -0.3 -0.1
H 1.880438 2.954700 -0.741789 0.0 0.0 0.0
C -2.442445 2.182723 -1.520078 0.1 0.5 -0.1
C 5.267156 0.208408 0.553597 -0.2 0.3 0.1
H -2.514150 4.842068 -1.741770 0.0 0.0 0.0
C -0.907340 0.678006 2.515997 0.4 -0.2 -0.2
C 0.784937 4.804104 -1.029747 0.2 -0.1 0.0
```
Positions in Å, forces in eV/Å.

Properties
**Kohn-Sham gap (spin up / spin down)**: 5.95 / 5.95 eV
**Molar mass**: 766.06 Da
**Net charge**: +1